1.
Here is a single C5H7NOS molecule from OMol25. Energies are from wB97M-V/def2-TZVPD.

Geometry as XYZ:
```
15
Properties=species:S:1:pos:R:3
C -2.497 0.300 1.624
S -0.723 0.191 2.105
C -0.033 -0.126 0.569
C -0.609 -0.107 -0.722
O 0.388 -0.093 -1.645
C 1.580 -0.143 -0.953
N 2.688 -0.188 -1.785
C 1.354 -0.265 0.358
H -2.665 0.780 0.694
H -3.085 0.811 2.461
H -2.910 -0.726 1.518
H -1.621 -0.016 -1.000
H 3.541 0.325 -1.548
H 2.500 -0.113 -2.746
H 2.092 -0.630 1.070
```

The LUMO energy comes out at 0.97 eV. Its SMILES is CSc1coc(N)c1. The charge is 0. Its gap between HOMO and LUMO is 8.37 eV.


2.
Here is a single C5H7NOS molecule from OMol25. Energies are from wB97M-V/def2-TZVPD.

Geometry as XYZ:
```
15
Properties=species:S:1:pos:R:3
C -1.693 2.550 -1.249
C -1.740 1.647 -0.007
C -0.937 0.625 0.278
N 0.239 0.245 -0.411
C 0.807 -0.829 0.109
S 2.114 -1.590 -0.606
C 0.133 -1.044 1.445
O -1.042 -0.253 1.334
H -1.358 3.601 -1.059
H -1.100 2.087 -2.097
H -2.724 2.601 -1.727
H -2.477 1.943 0.782
H 0.333 0.579 -1.354
H -0.071 -2.166 1.659
H 0.822 -0.593 2.237
```

The LUMO energy comes out at 0.31 eV. Its SMILES is C/C=C1\NC(=S)CO1. The charge is 0. Its gap between HOMO and LUMO is 8.79 eV.


3.
Here is a 2-piece molecular cluster, C5H7NOS overall from OMol25. Energies are from wB97M-V/def2-TZVPD.

Geometry as XYZ:
```
15
Properties=species:S:1:pos:R:3
C 2.405 -0.913 0.092
C 1.210 -1.355 -0.410
C 2.167 0.423 0.555
C 0.305 -0.277 -0.272
C -1.722 1.434 -0.380
N 0.963 0.802 0.373
O -2.544 -1.258 1.091
S -1.290 -0.236 -0.809
H 3.432 -1.266 -0.047
H 0.881 -2.187 -1.003
H 2.933 1.102 0.922
H -2.824 1.381 -0.246
H -1.282 2.219 -1.183
H -1.172 1.665 0.495
H -3.461 -1.535 0.824
```

The LUMO energy (spin up / spin down) comes out at -1.35 / -1.60 eV. The charge is 0. Its gap between HOMO and LUMO (spin up / spin down) is 6.77 / 7.78 eV.


4.
Here is C5H7NOS as an isolated structure from OMol25. Energies are from wB97M-V/def2-TZVPD.

Geometry as XYZ:
```
15
Properties=species:S:1:pos:R:3
C 0.750 -0.086 0.232
C -0.522 0.037 1.117
C -1.167 0.294 -0.257
C 0.145 1.060 -0.625
C 0.358 -1.308 -0.630
H 2.385 1.016 1.459
H -0.480 0.906 1.778
H -0.847 -0.881 1.672
H -2.175 0.746 -0.394
H 0.397 1.107 -1.678
H 0.217 2.030 -0.131
H -1.580 -1.513 -1.483
N -0.929 -0.981 -0.944
O 1.016 -2.267 -0.947
S 2.433 -0.160 0.831
```

The LUMO energy comes out at 0.71 eV. The charge is 0. Its gap between HOMO and LUMO is 9.93 eV.


5.
Here is C5H7NS as an isolated structure from OMol25. Energies are from wB97M-V/def2-TZVPD.

Geometry as XYZ:
```
14
Properties=species:S:1:pos:R:3
C 0.625 -1.123 0.342
C 0.027 0.092 1.090
C 0.639 -0.029 -0.822
C -0.815 0.319 -1.151
C -1.309 0.302 0.275
H 1.667 -1.406 0.706
H 0.173 -2.088 0.090
H -0.076 0.239 2.164
H 1.723 0.933 0.575
H 1.390 0.021 -1.638
H -0.955 1.275 -1.660
H -1.831 1.225 0.589
N 0.814 1.038 0.248
S -2.073 -0.800 -0.809
```

The LUMO energy comes out at 0.96 eV. The charge is 0. Its gap between HOMO and LUMO is 9.80 eV.


6.
Here is a single C5H7NS2 molecule from OMol25. Energies are from wB97M-V/def2-TZVPD.

Geometry as XYZ:
```
15
Properties=species:S:1:pos:R:3
C -2.804 -1.141 0.303
C -1.686 -0.399 0.401
S -1.217 0.912 -0.695
C 0.453 0.899 -0.178
C 0.954 2.005 0.420
N 1.080 -0.218 -0.649
C 2.312 -0.709 -0.604
S 3.689 -0.201 0.085
H -3.765 -0.847 -0.387
H -3.212 -1.912 1.037
H -0.792 -0.723 1.173
H 0.328 2.891 0.580
H 1.995 1.844 0.971
H 0.413 -0.784 -1.232
H 2.251 -1.617 -1.226
```

The LUMO energy comes out at 0.10 eV. Its SMILES is C=CSC(=C)NC=S. The charge is 0. Its gap between HOMO and LUMO is 8.80 eV.


Across the entries above, relative energy (zero: lowest compared OMol25 entry of this formula, charge and spin) takes the values 1.480 1.371 4.557 1.143 2.694 2.707 eV, respectively.
Across the entries above, maximum force takes the values 3.701 2.567 2.923 1.264 2.737 3.321 eV/Å, respectively.